DFT (ωB97M-V/def2-TZVPD) results for a molecular structure, C36H37Br2IN6O4Ti.

Output
- E_tot: -226363.818 eV
- Total charge: 0
- Strongest force on any atom: 0.5 eV/A
- 2S+1: 3
- ΔE to the lowest compared entry with this formula, charge and spin: 0.0 kJ/mol
- ⟨S²⟩: 2.026
- Frontier orbital gap (alpha / beta): 5.14 / 8.46 eV

Last column: Mulliken spin population.
Positions of all 87 atoms, in Å:
Ti 0.96672 0.56663 0.82003  1.023
Br 1.29406 -0.21764 3.49383  0.020
C 3.20172 -0.08920 3.53406  -0.023
C 3.82873 -0.30652 4.72325  -0.003
C 5.23399 -0.21445 4.77991  0.000
C 5.94160 0.08457 3.65211  0.000
C 5.28753 0.30821 2.41604  -0.003
C 6.02868 0.60439 1.24633  0.000
C 5.38661 0.81176 0.06249  0.000
C 3.97520 0.74419 -0.00208  0.006
C 3.18473 0.46120 1.09194  0.050
C 3.86988 0.23250 2.32716  -0.052
H 3.25773 -0.54866 5.60887  0.000
H 5.73918 -0.38533 5.72104  0.000
H 7.02246 0.15165 3.68389  0.000
H 7.10872 0.65791 1.31469  0.000
H 5.95372 1.03442 -0.83330  0.000
H 3.50848 0.93891 -0.96215  0.000
C -2.43382 4.54336 -0.27473  -0.001
C -1.90387 3.47668 -1.20704  0.011
N -0.69341 2.89554 -0.64526  0.008
C 0.07289 3.44044 0.33078  0.008
N 1.03330 2.71017 0.85782  -0.020
C 1.88693 3.32001 1.87659  0.006
C 1.12623 4.33933 2.69931  -0.001
C 0.55870 5.37459 1.75304  0.000
N -0.19951 4.71841 0.69445  0.002
C -1.28205 5.46934 0.06921  0.000
H -2.81810 4.08220 0.63733  0.001
H -3.24288 5.09725 -0.74954  -0.003
H -1.68928 3.91387 -2.18765  0.001
H -2.63273 2.67701 -1.34363  -0.004
H -0.57261 1.90929 -0.78778  0.008
H 2.75807 3.78699 1.40162  -0.003
H 2.27787 2.53086 2.51774  0.002
H 1.77621 4.81518 3.43377  0.000
H 0.31161 3.84026 3.22994  0.001
H 1.36284 5.98281 1.32410  0.000
H -0.12075 6.05014 2.27456  0.000
H -0.92606 5.98641 -0.82942  0.000
H -1.59842 6.23270 0.77948  0.000
Br 2.94300 -5.88842 -0.89315  0.000
C 1.23450 -5.40713 -0.23572  0.000
C 0.21870 -6.34990 -0.31281  0.000
C -1.05828 -6.02274 0.11289  0.000
C -1.32186 -4.75596 0.61356  0.004
C -0.30603 -3.81762 0.69624  0.004
C 0.98029 -4.14151 0.27635  -0.001
I 2.41855 -2.62237 0.35586  0.003
H 0.43377 -7.32988 -0.71540  0.000
H -1.84824 -6.75869 0.04429  0.000
H -2.32145 -4.48844 0.92932  0.001
H -0.50973 -2.81520 1.04767  -0.005
N 1.06729 0.40077 -1.34909  -0.011
C 0.67554 -0.34467 -2.15401  0.024
N 0.17968 -1.10344 -3.07854  -0.003
C -1.10379 -0.74445 -3.72577  0.011
C -1.73054 -1.99640 -4.33443  0.000
C -1.61380 -3.17238 -3.37096  0.001
C -0.14321 -3.54662 -3.10657  0.002
C 0.80058 -2.39213 -3.43927  0.004
H -0.92391 0.02108 -4.48352  0.000
H -1.76258 -0.33470 -2.95718  -0.005
H -1.25232 -2.23339 -5.28831  0.001
H -2.77582 -1.77750 -4.55353  0.000
H -2.16084 -4.03254 -3.75549  -0.001
H -2.09740 -2.89638 -2.43547  0.005
H 0.15481 -4.40922 -3.70608  0.000
H -0.01452 -3.82785 -2.06161  0.000
H 1.02153 -2.35455 -4.50731  0.000
H 1.74526 -2.47531 -2.90589  -0.002
O -0.99796 1.06443 1.69717  0.063
C -1.45464 0.06455 1.04328  0.142
O -0.50910 -0.76472 0.63313  -0.015
C -2.79226 -0.15257 0.63567  0.098
C -3.10519 -1.24617 -0.21641  0.077
C -4.34997 -1.38362 -0.75671  -0.028
C -5.35023 -0.43010 -0.45760  0.174
C -5.07299 0.64138 0.42459  -0.007
C -3.82318 0.77332 0.95745  0.082
N -6.61716 -0.54481 -1.04695  0.034
O -7.48226 0.29971 -0.76968  0.124
O -6.82695 -1.48823 -1.82771  0.118
H -2.33048 -1.97119 -0.42073  0.026
H -4.60010 -2.20638 -1.41131  0.006
H -5.86495 1.33836 0.65410  0.017
H -3.59268 1.59620 1.62285  0.022

Forces on the atoms, in the same order (eV/Å):
Ti 0.00 0.04 0.48
Br 0.11 0.20 -0.06
C -0.10 -0.03 0.06
C -0.03 -0.01 -0.01
C 0.04 0.02 -0.04
C -0.02 -0.01 0.04
C -0.03 -0.01 0.00
C 0.00 0.00 -0.03
C 0.02 -0.01 0.02
C -0.01 0.01 0.02
C -0.46 0.15 -0.12
C 0.10 -0.09 -0.03
H 0.00 0.00 0.00
H 0.00 0.00 0.00
H 0.00 0.00 0.00
H 0.00 0.00 -0.01
H 0.01 0.00 0.00
H 0.01 0.00 0.00
C 0.04 0.01 -0.01
C -0.06 -0.02 0.05
N -0.06 0.08 -0.09
C -0.03 0.02 0.03
N 0.05 -0.27 -0.05
C 0.03 0.03 -0.01
C -0.02 -0.02 -0.03
C 0.00 0.01 0.00
N 0.00 -0.01 0.03
C -0.02 0.00 0.00
H 0.00 0.00 0.00
H 0.01 0.01 -0.01
H -0.01 -0.02 0.00
H -0.02 0.00 0.02
H 0.12 0.03 -0.07
H 0.00 0.00 0.00
H -0.01 0.00 0.00
H 0.01 0.01 -0.01
H 0.01 0.00 0.01
H 0.00 0.00 0.00
H 0.00 0.00 0.00
H 0.00 0.00 0.00
H 0.00 0.00 0.00
Br -0.02 -0.02 0.01
C 0.09 0.02 0.00
C -0.01 0.00 0.00
C -0.02 -0.02 -0.02
C 0.00 -0.03 -0.03
C 0.01 -0.03 0.05
C 0.01 0.04 -0.05
I -0.06 -0.08 0.05
H 0.00 0.00 0.01
H 0.00 -0.01 0.00
H -0.01 0.01 0.02
H 0.01 -0.06 0.03
N 0.05 -0.10 -0.09
C -0.19 0.25 0.01
N 0.11 -0.14 0.06
C -0.07 0.02 0.02
C 0.02 0.03 -0.01
C 0.03 -0.03 -0.05
C 0.01 0.00 0.01
C -0.02 0.02 -0.01
H -0.01 0.01 0.01
H -0.01 -0.03 0.01
H 0.01 0.00 0.00
H 0.00 0.02 0.01
H 0.01 0.00 -0.02
H -0.04 0.04 0.11
H 0.01 0.01 -0.02
H -0.03 0.00 -0.04
H 0.02 -0.01 0.00
H 0.01 0.00 0.02
O 0.10 -0.01 -0.11
C 0.02 -0.30 -0.13
O 0.25 0.03 -0.05
C 0.08 0.27 0.08
C -0.10 -0.04 0.00
C 0.02 -0.03 -0.01
C 0.01 0.02 -0.01
C 0.03 0.00 0.01
C -0.03 0.06 -0.05
N -0.05 -0.03 0.01
O 0.02 0.00 -0.02
O 0.01 0.03 0.00
H 0.04 -0.05 -0.07
H -0.01 0.00 0.02
H 0.00 0.00 0.00
H -0.01 -0.01 0.02